The following is a DFT calculation (the ωB97M-V functional and the def2-TZVPD basis) of a molecular structure, BaCl5O20 in a non-equilibrium geometry.

The strongest force on any atom is 0.115 hartree/bohr. The calculation puts the gap between HOMO and LUMO at 8.84 eV. As for the total energy: -104224.049 eV. As for the net charge: -3. The HOMO energy comes out at -2.18 eV. The energy relative to the best compared isomer or geometry (same formula, charge and spin) comes out at 0.0 kJ/mol. Its molar mass is 634.6 g/mol. The lowest unoccupied orbital energy comes out at 6.66 eV.

```
26
Properties=species:S:1:pos:R:3:forces:R:3
Ba 10.1995 8.1672 8.3116 -1.137 -0.847 0.383
Cl 9.4586 5.0949 6.0248 -0.514 0.735 -2.616
O 8.4235 4.8711 6.9234 -2.007 -0.746 2.122
O 9.9603 6.4353 6.2604 0.985 0.793 0.201
O 10.4808 4.1318 6.1397 1.322 -0.772 0.273
O 8.9226 5.0661 4.6767 0.277 -0.008 -0.121
Cl 13.4424 10.3081 8.4050 -3.364 0.694 2.360
O 12.3785 9.2494 8.3881 1.620 0.812 -0.706
O 14.6111 9.7098 8.9366 1.246 -0.277 -0.795
O 13.5191 10.9272 7.1289 1.043 -0.658 -1.097
O 12.9665 11.3169 9.3221 0.333 -0.060 0.153
Cl 7.4167 8.2596 10.9726 -3.071 0.763 4.122
O 7.5924 9.2301 12.0496 -0.648 -0.720 0.419
O 8.0257 8.8536 9.8925 2.896 1.341 -4.964
O 8.0247 7.0321 11.3288 0.360 -1.133 0.031
O 6.0095 8.0903 10.6467 0.449 -0.313 0.558
Cl 11.5164 5.3363 10.4014 -0.733 0.804 -3.219
O 11.3141 4.7460 11.6769 -0.052 0.021 0.805
O 12.5451 4.6690 9.6665 1.130 -0.668 0.467
O 10.3296 5.2595 9.5527 -0.405 0.059 0.804
O 11.8532 6.7555 10.4566 0.037 0.148 0.885
Cl 8.1632 10.7266 6.8902 -3.383 0.988 0.070
O 8.5100 11.5303 5.7632 0.655 1.142 -0.175
O 9.1103 10.8517 7.9743 0.451 -0.093 -0.052
O 6.8067 11.1061 7.3577 2.007 -0.313 -0.374
O 8.1232 9.3804 6.4092 0.503 -1.692 0.467
```
Forces are in eV/Å.


The following is a DFT calculation (the ωB97M-V functional and the def2-TZVPD basis) of a molecular structure, C43H42AlAsFN9O10P.

The strongest force on any atom is 0.014 hartree/bohr. The calculation puts the gap between HOMO and LUMO at 6.81 eV. As for the total energy: -158597.694 eV. As for the net charge: +1. The HOMO energy comes out at -10.31 eV. The energy relative to the best compared isomer or geometry (same formula, charge and spin) comes out at 72.0 kJ/mol. Its molar mass is 996.7 g/mol. The lowest unoccupied orbital energy comes out at -3.50 eV.

```
108
Properties=species:S:1:pos:R:3:forces:R:3
Al -0.3065 0.0541 0.1764 0.354 0.115 0.599
C -0.3650 -0.1992 5.6021 0.023 0.029 -0.005
N -1.0630 0.1322 4.3651 0.053 0.015 0.005
C -2.5059 0.3396 4.4548 -0.044 0.038 0.034
C -0.4303 0.1780 3.1778 0.007 -0.039 -0.086
N -0.9884 0.2524 2.0210 -0.019 -0.002 -0.174
N 0.9657 0.1505 3.2576 0.054 0.020 0.018
C 1.8425 0.2658 2.2087 -0.118 -0.004 0.090
N 3.1286 0.4414 2.5547 0.099 0.039 -0.061
N 1.4637 0.1925 0.9682 -0.008 0.134 -0.133
H -1.1076 -0.3477 6.3800 0.007 -0.014 -0.008
H 0.2947 0.6070 5.9377 -0.019 0.018 0.009
H 0.2022 -1.1268 5.5077 0.001 -0.006 0.007
H -2.7129 0.9434 5.3367 0.014 -0.009 0.011
H -3.0411 -0.6073 4.5291 0.017 0.016 -0.011
H -2.8764 0.8753 3.5862 0.012 0.013 0.040
H -2.0017 0.1494 2.0288 0.029 -0.074 0.132
H 1.3647 0.2256 4.1777 -0.015 0.017 -0.020
H 3.4270 0.5394 3.5087 -0.021 0.020 -0.005
H 3.8064 0.6348 1.8344 0.007 -0.081 0.051
H 2.2510 0.3097 0.3384 0.026 -0.086 -0.080
O -2.3841 3.2623 -0.7505 -0.013 0.027 0.085
C -1.2962 2.7572 -0.6667 0.045 -0.028 -0.180
O -1.0749 1.5061 -0.3585 -0.165 0.126 -0.107
C -0.0489 3.5563 -0.9701 0.025 0.081 0.048
C -0.1392 4.9363 -1.1159 0.011 0.027 -0.012
C 1.0112 5.6540 -1.3848 -0.033 -0.089 -0.011
C 2.2534 5.0630 -1.5231 0.088 0.011 -0.089
C 2.3049 3.6914 -1.3767 -0.081 0.110 0.048
C 1.1803 2.9377 -1.1078 -0.025 0.024 0.238
N 3.5961 2.9990 -1.4946 -0.032 0.068 0.181
O 3.6451 1.8342 -1.1119 0.143 0.130 0.316
O 4.5298 3.6085 -1.9475 0.072 0.000 -0.081
N 0.9209 7.1249 -1.5263 0.042 -0.045 0.132
O 1.9428 7.7133 -1.7974 0.102 0.058 -0.069
O -0.1610 7.6293 -1.3413 -0.136 0.049 -0.030
H -1.0934 5.4350 -1.0180 0.000 -0.006 -0.005
H 3.1332 5.6511 -1.7386 -0.012 0.004 0.007
H 1.2637 1.8668 -1.0320 0.011 0.136 0.166
F -5.8458 -5.8164 1.8333 0.011 0.068 -0.011
C -5.2732 -4.6152 1.8318 0.003 -0.050 0.012
C -3.9475 -4.4823 1.7861 -0.037 -0.062 -0.057
N -3.3365 -3.2413 1.8096 -0.065 0.102 0.055
C -1.9178 -3.0862 1.5383 0.047 0.031 -0.059
C -1.7099 -2.5930 0.0984 -0.128 0.014 0.034
O -2.2187 -3.1935 -0.8117 -0.013 -0.020 -0.019
O -0.9507 -1.5414 -0.0366 0.155 -0.137 -0.206
C -4.0732 -2.0825 1.8814 -0.006 -0.251 0.050
O -3.5437 -0.9802 1.9111 -0.123 0.063 -0.110
N -5.4279 -2.2528 1.9370 -0.034 0.083 -0.016
C -6.1567 -3.4528 1.8804 0.044 0.001 -0.005
O -7.3571 -3.4583 1.8841 -0.034 -0.020 0.027
H -3.2994 -5.3452 1.7416 0.018 0.017 -0.049
H -1.4447 -4.0639 1.6176 0.003 0.013 0.072
H -1.4743 -2.4008 2.2568 -0.012 -0.026 0.008
H -5.9809 -1.4054 1.9547 0.026 -0.024 0.007
C 1.8523 0.6544 -3.1539 0.053 -0.053 -0.068
C 1.9960 0.2261 -4.6108 0.004 0.019 -0.029
As 2.5981 -1.6316 -4.9114 0.023 -0.002 -0.186
C 4.4971 -1.4349 -4.4936 0.064 -0.030 -0.064
C 5.2655 -2.5955 -4.5820 -0.027 0.053 -0.028
C 6.6206 -2.5732 -4.2940 -0.002 -0.007 0.006
C 7.2266 -1.3881 -3.8960 0.007 -0.018 0.020
C 6.4716 -0.2303 -3.7955 -0.009 0.028 0.018
C 5.1139 -0.2544 -4.0949 0.012 -0.029 -0.066
C 2.7113 -1.5049 -6.8539 0.015 -0.054 -0.015
C 1.9294 -2.3800 -7.6016 -0.009 0.050 0.030
C 1.9769 -2.3562 -8.9895 0.000 0.018 -0.012
C 2.8112 -1.4574 -9.6360 -0.011 -0.011 0.006
C 3.5961 -0.5821 -8.8959 0.000 0.012 -0.009
C 3.5479 -0.6076 -7.5109 0.008 0.013 0.007
P 0.8109 -0.4295 -2.0861 -0.183 -0.299 -0.295
C 1.8325 -1.9113 -1.8016 0.098 0.076 0.037
C 1.3055 -3.1938 -1.6526 -0.059 0.013 0.102
C 2.1450 -4.2674 -1.3981 -0.058 0.002 -0.016
C 3.5139 -4.0786 -1.2683 0.037 0.040 -0.017
C 4.0419 -2.8008 -1.3663 -0.041 -0.048 0.091
C 3.2057 -1.7242 -1.6221 -0.049 0.016 0.108
C -0.6000 -0.7520 -3.1884 0.002 0.018 0.032
C -1.4284 0.3549 -3.3891 0.005 0.010 0.040
C -2.5318 0.2714 -4.2205 -0.005 -0.036 -0.028
C -2.8195 -0.9249 -4.8636 -0.005 0.021 0.017
C -1.9927 -2.0218 -4.6818 0.015 -0.021 0.001
C -0.8849 -1.9402 -3.8498 0.062 0.025 -0.027
H 1.4020 1.6525 -3.1084 -0.009 -0.187 -0.144
H 2.8323 0.7421 -2.6812 -0.265 -0.065 -0.137
H 2.6851 0.9155 -5.1041 -0.018 -0.042 -0.077
H 1.0410 0.3060 -5.1326 -0.009 -0.037 0.018
H 4.7947 -3.5254 -4.8831 0.019 -0.014 0.004
H 7.2062 -3.4795 -4.3777 0.003 -0.012 -0.010
H 8.2844 -1.3677 -3.6698 0.011 -0.001 -0.002
H 6.9402 0.6978 -3.4932 -0.013 0.011 0.008
H 4.5489 0.6668 -4.0218 0.017 0.030 -0.016
H 1.2789 -3.0834 -7.0941 0.005 -0.024 -0.017
H 1.3673 -3.0413 -9.5639 -0.005 -0.004 -0.002
H 2.8558 -1.4410 -10.7170 -0.003 0.005 -0.007
H 4.2504 0.1167 -9.4007 0.008 0.002 -0.001
H 4.1782 0.0667 -6.9414 0.012 -0.010 0.003
H 0.2413 -3.3620 -1.7279 -0.082 0.011 -0.059
H 1.7244 -5.2607 -1.3098 -0.005 -0.003 0.000
H 4.1656 -4.9237 -1.0914 0.004 -0.010 0.014
H 5.1069 -2.6397 -1.2623 0.017 0.023 -0.032
H 3.6496 -0.7405 -1.7119 0.017 -0.039 0.006
H -1.2117 1.2958 -2.8954 -0.039 -0.043 -0.010
H -3.1666 1.1359 -4.3600 -0.002 0.008 -0.002
H -3.6867 -1.0000 -5.5056 0.001 0.003 -0.016
H -2.2049 -2.9518 -5.1918 -0.013 -0.011 0.003
H -0.2407 -2.7994 -3.7466 0.048 -0.041 0.033
```
Forces are in eV/Å.


The following is a DFT calculation (the ωB97M-V functional and the def2-TZVPD basis) of a molecular structure, C28H46F6OP2Sm in a non-equilibrium geometry.

The strongest force on any atom is 0.076 hartree/bohr. The calculation puts the gap between HOMO and LUMO (spin up / spin down) at 7.18 / 7.44 eV. As for the total energy: -84611.320 eV. As for the net charge: +1. Its spin multiplicity is 6. The HOMO energy (spin up / spin down) comes out at -10.00 / -10.04 eV. Its molar mass is 725.0 g/mol. The lowest unoccupied orbital energy (spin up / spin down) comes out at -2.81 / -2.60 eV.

```
84
Properties=species:S:1:pos:R:3:forces:R:3
Sm -0.1127 0.1309 1.3704 -1.374 0.246 3.629
C -0.4108 2.2091 3.0400 -1.057 -0.518 -0.096
C -1.6389 2.0940 2.3105 0.422 -0.477 0.405
C -1.5506 0.3674 3.8380 0.288 0.889 -0.601
C -0.3740 1.1454 3.9883 -0.741 -0.050 -0.718
C -2.3261 0.9294 2.7841 0.824 0.452 0.270
C 0.5406 3.3456 3.0090 0.501 0.402 0.002
H 0.4431 3.9237 2.0881 0.067 0.045 0.029
H 1.5751 2.9903 3.0828 -0.038 0.180 -0.025
H 0.3875 4.0420 3.8501 -0.016 -0.222 -0.239
C 0.6062 0.9827 5.0815 0.451 -0.371 0.444
H 1.5080 1.5741 4.9135 -0.017 -0.030 0.059
H 0.9056 -0.0640 5.1791 -0.079 0.363 0.140
H 0.1826 1.2850 6.0500 0.039 0.030 -0.205
C -1.9857 -0.6943 4.7707 0.075 -0.610 0.293
H -2.2529 -0.2718 5.7503 0.006 -0.050 -0.206
H -1.1814 -1.4136 4.9441 -0.255 0.094 0.034
H -2.8543 -1.2405 4.3959 0.040 0.038 0.057
C -3.7232 0.5341 2.4642 -0.507 -0.230 -0.144
H -4.4419 0.9443 3.1938 0.239 -0.085 -0.219
H -3.8393 -0.5567 2.4861 -0.071 0.158 -0.027
H -4.0298 0.8852 1.4743 -0.025 -0.022 0.083
C -2.1818 3.0778 1.3376 -0.228 0.398 -0.454
H -2.8030 3.8435 1.8293 0.150 -0.185 -0.114
H -2.8207 2.5931 0.5846 0.121 0.147 0.088
H -1.3814 3.6124 0.8092 -0.176 -0.044 0.047
C 2.3902 0.4204 -3.9524 0.914 1.396 -0.095
C 2.2802 1.7646 -4.0051 0.886 -0.878 -0.467
C 1.5209 2.5061 -5.0796 0.029 0.115 -0.172
C 0.2474 1.7982 -5.6149 0.489 0.391 -0.050
C -0.5330 0.9743 -4.6306 -0.443 -0.823 -0.481
C -0.4261 -0.3697 -4.5481 -1.078 0.922 -1.008
C 0.7138 -1.1788 -5.0814 0.393 -0.252 -0.461
C 2.1002 -0.4679 -5.1056 -0.718 -0.642 -0.417
H 2.1718 2.7062 -5.9478 -0.060 0.038 0.312
H 0.5219 1.1682 -6.4731 -0.224 0.239 0.264
H 1.2443 3.4942 -4.6856 0.084 -0.166 -0.073
H 2.1981 0.0978 -6.0397 0.082 -0.193 0.256
H 2.9038 -0.0669 -3.1237 0.125 0.340 -0.436
H 2.8968 2.4051 -3.3554 -0.612 -0.429 0.163
H 2.8725 -1.2549 -5.1165 -0.251 0.291 -0.129
H 0.8015 -2.0928 -4.4741 -0.109 0.164 -0.164
H -1.2827 -0.9663 -4.1861 0.596 0.473 0.435
H 0.5093 -1.5139 -6.1144 -0.069 -0.043 0.369
H -0.4217 2.5900 -5.9960 0.222 -0.402 0.041
H -1.3066 1.5214 -4.0760 -0.047 -0.435 -0.297
P 1.0708 0.9509 -0.8874 0.391 -0.635 0.367
P -1.9058 -1.1983 -0.4008 0.750 -0.018 0.427
C 0.4854 -0.4870 -1.8810 -0.219 0.251 -0.617
C -0.4519 -1.6448 -1.4724 -0.382 -0.064 0.421
H 1.3734 -0.9452 -2.3268 -0.330 0.155 0.075
H -0.0067 0.0867 -2.6729 0.210 -0.538 0.135
H -0.8901 -2.1075 -2.3729 0.435 0.152 0.047
H 0.1268 -2.4393 -0.9712 -0.320 0.254 0.055
C -2.5600 -2.7927 0.1522 -0.196 -0.280 0.016
H -3.4627 -2.5967 0.7484 0.217 -0.140 -0.175
H -1.8343 -3.3200 0.7893 -0.213 0.252 -0.237
H -2.8179 -3.4204 -0.7096 -0.018 0.021 0.212
C -3.1921 -0.5038 -1.4510 -0.319 0.057 -0.368
H -3.4172 -1.1643 -2.2994 -0.019 0.186 0.157
H -2.9001 0.4876 -1.8207 -0.087 -0.235 0.057
H -4.0944 -0.3904 -0.8297 0.260 0.008 -0.250
C 2.8502 0.6455 -0.7246 0.718 0.660 0.154
H 3.2462 1.3242 0.0478 -0.020 -0.246 -0.226
H 3.4061 0.8284 -1.6495 -0.038 -0.035 0.359
H 3.0294 -0.3889 -0.3881 -0.215 0.337 -0.130
C 0.6529 2.5683 -1.5599 -0.096 0.610 -0.867
H -0.4182 2.7807 -1.4225 0.285 -0.200 0.133
H 0.8884 2.6964 -2.6239 -0.162 -0.023 0.520
H 1.2138 3.3243 -0.9880 -0.141 -0.282 -0.068
C 0.4675 -3.9528 2.6867 -0.152 -0.605 -0.084
C 1.2902 -2.6949 2.7695 0.810 0.897 0.017
O 0.5997 -1.5603 2.3637 0.600 -1.253 0.113
C 1.7667 -2.5072 4.2459 0.001 0.171 0.924
F 2.5273 -3.5359 4.7056 -0.579 0.847 -0.529
F 2.4746 -1.3576 4.4169 -0.469 -1.103 -0.171
F 0.6715 -2.4373 5.0728 1.115 -0.106 -0.755
C 2.5598 -2.8060 1.8550 0.320 -0.233 -0.230
F 3.3387 -3.8824 2.1285 -0.687 1.033 -0.305
F 2.1573 -2.9194 0.5407 0.305 0.110 0.880
F 3.3369 -1.6879 1.9164 -0.554 -0.896 -0.140
H -0.4333 -3.8165 3.2929 0.183 -0.080 -0.069
H 1.0432 -4.8215 3.0558 -0.382 0.363 -0.227
H 0.1657 -4.1185 1.6448 0.151 -0.049 0.256
```
Forces are in eV/Å.


The lowest strongest force on any atom belongs to which entry? C43H42AlAsFN9O10P


Among the records above, which one has the lowest strongest force on any atom? C43H42AlAsFN9O10P


Which formula does entry 2 have? C43H42AlAsFN9O10P


The lowest strongest force on any atom belongs to which entry? C43H42AlAsFN9O10P